# 1
94
Properties=species:S:1:pos:R:3:forces:R:3 method="wB97M-V/def2-TZVPD" e_homo_ev=-9.541 orbital_gap_ev=9.9 spin_multiplicity=1 total_charge=0 lumo_energy_ha=0.0149
F 0.9944 2.2323 -0.8561 1.066 -1.569 0.478
F -0.5276 2.8357 -2.0595 -1.379 -0.097 -0.836
F -0.1057 0.6778 -2.1230 0.499 1.600 1.288
O 10.6694 4.3323 -9.5913 1.413 0.497 0.630
O 2.0404 -5.4554 1.2463 1.853 0.228 0.165
O -6.2823 -3.6765 7.6772 0.323 -1.385 -0.538
O -20.2563 -2.2692 -1.0424 -0.117 0.521 -0.111
O 15.2907 6.7821 -0.4855 -0.167 0.401 -1.042
O -1.5427 0.3012 -0.0440 1.355 2.347 -1.143
O 8.2853 5.1277 -7.4553 0.731 0.790 -1.011
O -17.1722 -1.8686 0.4836 2.126 1.045 0.429
O 0.8794 -8.1976 0.5361 0.363 1.681 1.628
O -1.1989 2.4955 0.6971 -0.512 -2.236 -2.492
O -3.5951 -2.9518 8.0983 0.485 -0.577 0.063
O 12.3290 6.3832 0.3247 -2.328 -0.264 0.068
C -3.9111 0.0648 -0.1609 0.109 0.193 0.398
C -4.1096 -4.2867 8.3460 1.328 0.534 -0.237
C -0.1727 1.7945 -1.3088 0.520 0.429 -2.092
C 13.3906 7.1109 0.8864 -0.839 -0.809 0.166
C -7.5797 -3.3055 8.0182 0.134 1.402 -1.118
C 3.3937 -4.9460 1.4267 -0.327 0.088 -0.159
C -2.1956 -2.9328 7.7025 -1.091 -0.657 0.480
C -21.5647 -1.7807 -0.9468 -0.624 0.013 -0.076
C 16.5446 7.2769 -0.9646 -0.222 -0.978 0.349
C 8.8644 3.8823 -7.1401 -0.086 -0.293 0.905
C 10.8079 3.4042 -10.6623 -0.611 0.616 0.263
C -5.5679 -4.2561 8.7173 1.358 0.725 0.500
C 11.3835 5.9868 1.3697 0.235 0.381 -1.141
C 9.1692 5.9349 -8.2586 0.964 -0.733 -1.125
C -1.1083 1.6128 -0.1594 -0.658 -0.583 4.262
C -19.4121 -1.8447 0.0228 -1.715 -1.083 -0.020
C -2.6567 0.0214 0.7696 -1.906 -0.571 -1.151
C -15.8169 -2.2269 0.1834 0.392 1.751 0.488
C 0.5575 -6.8976 0.0222 1.061 -0.766 -0.859
C 0.8971 -8.1525 2.0074 -0.077 -1.051 -1.474
C -18.1898 -2.6155 -0.1598 3.777 0.070 -0.425
C 14.3094 7.7624 -0.1057 1.575 -0.870 0.472
C 9.5967 5.2637 -9.6480 -1.524 -1.630 0.657
C 1.7631 -5.9574 -0.0655 -0.074 0.033 0.783
H 0.3049 -7.1699 -1.0026 -0.558 0.603 -0.124
H 8.2428 3.3840 -6.3962 -0.518 0.045 -0.311
H 12.9721 7.8682 1.5493 0.120 0.216 0.234
H -17.9490 -3.5689 0.3105 -1.677 -0.809 -0.522
H -15.4251 -1.8508 -0.7616 -0.913 -1.026 -1.217
H 11.8316 5.2290 2.0123 0.033 0.184 0.256
H -3.4608 -4.7904 9.0626 -0.275 0.282 1.040
H -22.0325 -2.1247 -0.0244 -0.215 -0.158 0.083
H 2.6019 -6.5154 -0.4816 0.224 -0.135 0.146
H -3.9778 -5.0296 7.5593 -0.084 0.605 -1.240
H -1.5408 -3.3664 8.4583 -0.182 -0.740 0.153
H 16.6472 7.7206 -1.9550 -1.073 0.639 -0.130
H -3.8959 -0.7688 -0.8629 0.386 -0.023 -0.010
H -15.1493 -1.5278 0.6870 -0.451 0.067 1.329
H 10.4446 5.6000 0.9735 0.479 -0.468 -0.796
H -19.1898 -0.7788 -0.0286 -0.063 0.048 0.147
H -15.4399 -3.2051 0.4819 -0.630 -0.359 -0.339
H -17.9399 -2.5905 -1.2205 -0.230 -0.611 -0.313
H 17.1262 6.3713 -1.1368 0.320 -0.005 0.696
H 3.6055 -4.7506 2.4780 -0.587 -0.104 0.075
H -1.7610 -1.9346 7.6496 -0.884 0.285 -0.507
H 8.7755 4.5796 -9.8619 -0.935 0.393 -0.265
H -0.2480 -6.4242 0.5835 -0.236 -0.051 -0.100
H 9.9130 2.7890 -10.7553 -0.234 -0.195 0.088
H 3.6037 -4.0177 0.8956 -0.594 0.313 -0.182
H -4.8268 -0.0937 0.4086 -0.004 0.334 0.158
H -2.6756 0.6719 1.6440 -0.151 -0.245 -0.040
H 13.8849 6.3172 1.4465 1.021 0.669 0.509
H 10.9711 6.8439 1.9022 0.751 0.342 0.483
H 1.4822 -7.3596 2.4732 -0.004 0.090 -0.484
H 9.6526 5.9301 -10.5087 0.388 0.471 0.224
H 9.7957 3.9926 -6.5846 0.508 0.206 -0.412
H -2.6380 -1.0535 0.9496 0.757 0.239 0.916
H -7.9467 -2.9249 7.0651 -0.592 -0.131 0.078
H -22.1416 -2.1068 -1.8122 0.146 -0.446 0.089
H -21.6869 -0.6979 -0.9739 0.604 0.382 0.162
H 14.8558 8.4850 0.5004 -0.008 0.624 -0.133
H 13.8531 8.2411 -0.9721 -0.267 -0.070 0.074
H 8.9928 3.2337 -8.0066 0.099 0.055 0.000
H 1.3469 -9.1197 2.2320 -0.342 0.041 0.538
H 16.9631 7.9378 -0.2055 0.371 0.008 -0.064
H -8.2497 -4.0774 8.3970 0.232 -0.126 0.245
H 11.6608 2.7556 -10.4621 -0.042 0.231 0.145
H 8.7152 6.9000 -8.4832 -0.573 -0.319 -0.001
H -5.7863 -5.2995 8.9447 -0.729 -0.144 0.044
H 10.9388 3.8958 -11.6263 0.182 0.212 -0.093
H 1.5959 -5.0990 -0.7160 -0.355 0.013 -0.292
H -0.1539 -8.0743 2.2856 0.058 -0.153 0.537
H -7.4763 -2.4138 8.6364 -0.579 -0.129 0.707
H -3.9748 0.9707 -0.7637 -0.080 0.179 0.267
H -2.1706 -3.4923 6.7674 0.672 0.191 -0.127
H -5.6852 -3.6223 9.5962 -0.114 -0.137 0.453
H -19.8449 -2.1609 0.9719 -0.409 0.593 0.297
H 4.2172 -5.5785 1.0952 -0.406 -0.828 -0.200
H 10.0717 6.2098 -7.7126 0.238 -0.344 0.305

=====

# 2
48
Properties=species:S:1:pos:R:3:forces:R:3 method="wB97M-V/def2-TZVPD" e_homo_ev=-15.122 orbital_gap_ev=8.0 relative_energy_kcal_mol=0.0 spin_multiplicity=1 total_charge=+2 lumo_energy_ha=-0.2614
Ir -0.5670 0.5766 0.4614 -0.367 0.466 -0.242
O -1.8003 -1.0779 0.0181 0.412 -0.313 0.134
N 0.1614 2.3547 1.0077 0.175 -0.065 -0.072
N 1.1741 2.4426 1.8883 0.101 0.137 -0.045
N 2.2627 0.3925 1.0652 0.045 0.062 -0.027
N 0.7908 0.2738 3.0523 0.041 -0.102 -0.002
N -0.9237 1.3244 -1.4586 -0.011 0.140 0.113
N -0.2945 -0.1164 2.3485 -0.067 -0.002 -0.021
N 1.3218 0.0978 0.1483 -0.226 -0.380 -0.175
N -3.6811 -0.1663 -0.8311 0.024 0.053 -0.017
C -0.1690 3.5945 0.6276 -0.022 0.055 0.059
C 1.8813 -0.6380 -0.8218 0.010 -0.062 0.058
C 1.4834 3.7315 2.0715 -0.036 -0.014 0.020
C -0.3348 -1.1549 4.3150 -0.021 0.000 -0.018
C 0.7856 -0.3477 4.2392 -0.019 0.032 -0.017
C -2.5736 2.2375 -2.9139 -0.016 -0.043 -0.024
C -2.2102 1.6113 -1.7402 0.009 -0.052 -0.024
C -0.9814 -0.9831 3.0972 0.007 0.010 0.089
C 0.0262 1.6601 -2.3405 -0.008 0.057 0.020
C 0.6430 4.5052 1.2899 -0.033 0.007 -0.011
C -3.5073 -2.5853 -0.6458 0.009 -0.011 -0.008
C -0.2710 2.2745 -3.5431 0.005 -0.008 0.006
C -3.2274 1.2066 -0.7011 -0.051 0.034 0.038
C -1.5899 2.5716 -3.8360 -0.011 0.009 -0.016
C 3.4251 -0.1293 0.6610 -0.002 -0.023 0.023
C -2.9453 -1.2165 -0.4708 0.050 0.025 -0.051
C 3.2301 -0.7921 -0.5404 -0.009 -0.011 0.022
B 1.8572 1.1465 2.3606 -0.040 0.008 0.167
H -2.9363 -3.0979 -1.4215 0.001 0.005 0.003
H -4.0993 1.8549 -0.7642 0.001 0.001 0.017
H -3.3751 -3.1441 0.2792 -0.002 0.002 0.002
H 3.9623 -1.3253 -1.1202 -0.004 0.007 -0.008
H 1.2915 -1.0298 -1.6343 -0.009 0.041 -0.013
H -3.6139 2.4643 -3.1054 0.002 0.009 0.009
H -1.8871 -1.4325 2.7265 0.000 -0.001 0.005
H 2.2738 4.0127 2.7474 0.004 -0.001 -0.007
H -0.9638 3.7696 -0.0795 0.013 -0.004 0.009
H -4.6055 -0.3328 -1.1980 -0.012 -0.011 0.024
H 4.3129 -0.0028 1.2583 -0.001 0.013 -0.007
H 0.5294 2.5261 -4.2238 0.000 0.000 -0.001
H 2.7908 1.3666 3.0617 0.001 -0.039 -0.018
H -2.8362 1.3682 0.3260 0.026 -0.016 -0.005
H -1.8533 3.0666 -4.7611 0.003 -0.007 -0.001
H -4.5585 -2.5733 -0.9227 0.000 -0.004 -0.003
H 0.6198 5.5776 1.2146 0.002 -0.002 0.002
H 1.5767 -0.1742 4.9498 0.000 -0.003 -0.002
H 1.0462 1.4477 -2.0584 0.025 -0.005 0.016
H -0.6364 -1.7809 5.1355 -0.003 0.004 -0.002

=====

# 3
50
Properties=species:S:1:pos:R:3:forces:R:3 method="wB97M-V/def2-TZVPD" e_homo_ev=-4.948 orbital_gap_ev=7.1 relative_energy_kcal_mol=0.0 spin_multiplicity=1 total_charge=-1 lumo_energy_ha=0.0806
Br 2.5047 -2.1564 2.6323 -0.203 0.057 0.082
S -5.8877 -0.0326 1.7156 -0.124 0.023 -0.051
P 3.0644 -1.6041 -3.1232 -0.330 0.302 -0.263
Al 2.8719 -1.2572 -0.7458 -0.230 -0.246 0.171
O 3.3264 0.3426 -0.1918 0.079 0.133 0.004
O 1.1459 -1.0344 -0.4949 -0.033 -0.014 0.154
O 2.0806 -0.8724 -4.0115 0.116 -0.021 0.055
O -4.0278 -1.4313 0.3673 0.050 0.287 0.044
N -5.6326 -2.6872 1.2011 0.011 0.218 -0.023
N -4.6947 -3.5118 0.5756 0.009 -0.011 0.023
C -2.8267 2.1380 -0.0088 -0.092 -0.082 -0.027
C 0.1821 0.9924 -1.3118 0.230 -0.042 -0.143
C -5.1938 -1.4828 1.0557 -0.022 -0.241 0.138
C -5.0628 1.1972 0.6629 0.237 0.030 -0.053
C 0.8783 0.3019 -0.1146 -0.117 -0.229 -0.007
C 3.7838 -2.8373 0.0913 0.138 0.107 0.058
C -0.7014 3.4196 -0.6988 0.197 -0.101 0.127
C -3.7909 -2.7349 0.1108 0.154 -0.384 -0.157
C 0.2782 2.5133 -1.4977 -0.194 0.057 -0.069
C -3.6875 1.6505 1.1593 0.089 0.006 -0.177
C 2.1976 0.9452 0.3998 0.016 0.130 0.176
C -1.5031 2.7615 0.4329 -0.176 0.092 0.058
C 5.2768 -2.0228 1.9584 0.007 -0.032 0.071
C 4.0373 -2.8292 1.5928 0.514 -0.308 -0.326
H -3.3950 2.8643 -0.6083 0.067 0.000 0.099
H -3.1863 0.8071 1.6416 0.005 0.114 0.048
H 2.2254 0.8197 1.4948 0.062 -0.084 -0.107
H 0.1839 0.2452 0.7382 0.026 0.205 -0.016
H 1.3019 2.8407 -1.3022 -0.069 -0.080 -0.036
H -3.7925 2.4519 1.8973 -0.036 -0.130 0.067
H -1.7376 3.5237 1.1889 0.036 -0.053 -0.068
H -4.9607 0.7635 -0.3338 -0.147 0.046 0.056
H 6.1619 -2.6097 1.6849 -0.074 0.095 -0.056
H 0.1209 2.7077 -2.5642 0.017 -0.003 0.092
H 2.2253 2.0266 0.2210 -0.061 -0.035 -0.025
H 4.7840 -2.8892 -0.3707 -0.094 -0.080 -0.020
H 0.6145 0.5186 -2.2015 -0.002 0.092 0.077
H 4.4027 -1.4397 -3.6010 0.066 -0.161 0.049
H -1.4101 3.8869 -1.3913 0.006 0.001 0.049
H -0.8668 0.6826 -1.2956 0.083 -0.046 -0.099
H -0.1269 4.2423 -0.2586 -0.051 -0.040 -0.084
H 5.3309 -1.8149 3.0293 -0.019 -0.017 -0.093
H 5.2999 -1.0799 1.4067 -0.080 -0.006 0.077
H 3.2744 -3.7641 -0.2011 -0.067 0.129 0.014
H -5.7624 2.0323 0.5967 0.031 -0.045 -0.025
H -0.8991 2.0050 0.9397 -0.004 0.051 -0.001
H -2.9005 -3.0001 -0.4410 -0.096 0.112 0.065
H -2.6471 1.2787 -0.6621 0.002 0.106 -0.038
H 2.9900 -3.0178 -3.3326 0.171 -0.057 -0.022
H 4.1504 -3.8493 1.9680 -0.098 0.156 0.134